{
  "formula": "C25H35NO3",
  "method": "wB97M-V/def2-TZVPD",
  "homo_lumo_gap_ha": 0.330,
  "multiplicity": 1,
  "homo_ev": -8.283,
  "smiles": "CCCCCOc1ccc([C@](C)(O)[C@H](CN2CCOCC2)c2ccccc2)cc1",
  "de_lowest_kj_mol": 3.41,
  "symbols": ["C", "C", "C", "C", "C", "O", "C", "C", "C", "C", "C", "C", "O", "C", "C", "N", "C", "C", "O", "C", "C", "C", "C", "C", "C", "C", "C", "C", "C", "H", "H", "H", "H", "H", "H", "H", "H", "H", "H", "H", "H", "H", "H", "H", "H", "H", "H", "H", "H", "H", "H", "H", "H", "H", "H", "H", "H", "H", "H", "H", "H", "H", "H", "H"],
  "coordinates": [[-0.572354, 5.641219, 7.089125], [-0.964007, 4.179287, 6.912945], [-0.206943, 3.527119, 5.759416], [-0.593175, 2.061636, 5.575411], [0.135274, 1.428326, 4.394105], [-0.322324, 2.054274, 3.213623], [0.217661, 1.686253, 2.021299], [-0.255280, 2.367028, 0.899148], [0.220620, 2.063116, -0.357329], [1.182768, 1.073923, -0.541682], [1.660265, 0.731732, -1.937973], [3.170672, 0.461679, -1.960223], [1.381699, 1.850369, -2.765629], [0.898264, -0.517525, -2.503641], [-0.578824, -0.171675, -2.754218], [-1.389791, -1.363802, -2.905941], [-1.127765, -2.093798, -4.131657], [-1.931384, -3.393710, -4.113169], [-3.311633, -3.148803, -3.984930], [-3.570244, -2.413890, -2.812040], [-2.810241, -1.087840, -2.805797], [1.035915, -1.726482, -1.619481], [1.994577, -2.690074, -1.910149], [2.148533, -3.808230, -1.109454], [1.335841, -3.984120, -0.003851], [0.368943, -3.037136, 0.288014], [0.218823, -1.918459, -0.511029], [1.659288, 0.409398, 0.579189], [1.186539, 0.705364, 1.846699], [0.491533, 5.728798, 7.299000], [-1.122530, 6.089536, 7.913171], [-0.789069, 6.204556, 6.184270], [-0.756109, 3.633470, 7.836537], [-2.037544, 4.111802, 6.723687], [-0.419160, 4.063572, 4.833327], [0.867436, 3.596329, 5.947439], [-1.667462, 1.987529, 5.398890], [-0.353283, 1.494766, 6.477128], [-0.076090, 0.350018, 4.354834], [1.219851, 1.569776, 4.502245], [-1.000200, 3.134473, 1.040097], [-0.140417, 2.608711, -1.214167], [3.418387, -0.447734, -1.423154], [3.695372, 1.299349, -1.506595], [3.513103, 0.354075, -2.989664], [1.769505, 1.688606, -3.632812], [1.373219, -0.744282, -3.466921], [-0.654670, 0.492138, -3.632962], [-0.962766, 0.380030, -1.893962], [-0.067057, -2.339536, -4.186347], [-1.407387, -1.501983, -5.023526], [-1.803183, -3.943003, -5.047611], [-1.580974, -4.010410, -3.271393], [-4.648195, -2.244636, -2.787222], [-3.267219, -3.000418, -1.931543], [-3.006121, -0.561483, -1.869235], [-3.165656, -0.461674, -3.644753], [2.629729, -2.569805, -2.777842], [2.901366, -4.544249, -1.352822], [1.451570, -4.856904, 0.622109], [-0.274796, -3.171505, 1.145336], [-0.542188, -1.195056, -0.271193], [2.409787, -0.359080, 0.486113], [1.583179, 0.158839, 2.687835]],
  "atomic_forces_ev_per_a": [[-0.14, -0.21, 0.08], [0.25, 0.15, -0.19], [-0.33, -0.21, 0.22], [0.34, 0.17, -0.45], [-0.04, -0.27, 0.44], [-0.07, 0.13, -0.17], [0.00, 0.02, -0.24], [-0.07, -0.03, 0.24], [0.06, -0.02, 0.05], [0.12, 0.11, -0.12], [0.39, -0.58, 0.02], [-0.29, 0.19, 0.09], [-0.08, 0.26, -0.15], [-0.17, 0.32, 0.03], [0.08, -0.10, -0.12], [-0.19, 0.17, -0.16], [-0.18, -0.29, 0.07], [0.38, 0.05, -0.13], [-0.12, 0.00, -0.14], [-0.09, 0.34, 0.19], [-0.14, -0.31, -0.02], [0.18, -0.15, -0.15], [-0.09, 0.09, 0.00], [0.09, -0.17, 0.07], [0.08, -0.10, 0.00], [-0.10, 0.08, 0.09], [0.04, -0.19, -0.01], [0.01, 0.24, -0.17], [-0.07, 0.02, 0.39], [0.11, 0.07, 0.02], [-0.01, 0.13, 0.06], [0.00, 0.11, -0.08], [-0.07, -0.06, 0.03], [-0.05, -0.07, 0.04], [0.07, 0.07, -0.03], [0.08, 0.04, -0.05], [-0.07, -0.08, 0.05], [-0.03, -0.06, 0.02], [0.08, 0.10, -0.06], [-0.07, -0.04, -0.04], [-0.09, 0.10, 0.02], [-0.06, 0.06, -0.06], [0.09, -0.08, 0.04], [0.05, 0.05, 0.03], [0.01, -0.07, -0.11], [-0.02, -0.01, 0.04], [0.04, 0.00, 0.06], [-0.03, -0.02, 0.14], [-0.04, 0.03, -0.04], [0.05, -0.02, -0.06], [0.07, -0.01, 0.03], [0.06, 0.01, 0.07], [0.00, 0.02, -0.08], [0.06, 0.00, 0.07], [-0.06, 0.05, -0.03], [-0.03, 0.03, 0.00], [-0.01, 0.01, 0.06], [0.04, 0.06, -0.10], [0.05, -0.06, -0.02], [0.00, -0.07, 0.05], [-0.06, 0.00, 0.07], [-0.13, 0.11, 0.03], [0.08, -0.09, -0.02], [0.01, -0.03, 0.10]]
}

{
  "formula": "C26H38B2F6HgN2O18P",
  "method": "wB97M-V/def2-TZVPD",
  "homo_lumo_gap_ha": 0.056,
  "multiplicity": 1,
  "homo_ev": -7.507,
  "charge": -1,
  "symbols": ["Hg", "O", "C", "O", "B", "O", "C", "O", "O", "C", "O", "C", "O", "O", "O", "C", "O", "B", "O", "C", "O", "O", "C", "O", "C", "O", "O", "P", "F", "F", "F", "F", "F", "F", "C", "C", "C", "C", "C", "C", "N", "O", "C", "C", "C", "H", "H", "H", "H", "H", "H", "H", "H", "H", "H", "H", "H", "H", "H", "H", "H", "H", "H", "H", "C", "C", "C", "C", "C", "C", "N", "O", "C", "C", "C", "H", "H", "H", "H", "H", "H", "H", "H", "H", "H", "H", "H", "H", "H", "H", "H", "H", "H", "H"],
  "coordinates": [[2.610054, 9.822291, -19.763348], [6.717252, 15.815061, -28.020373], [5.616930, 15.337371, -27.803339], [5.381905, 14.077154, -27.389773], [3.925681, 13.936515, -27.164931], [3.273444, 15.209875, -27.578943], [4.257185, 16.081559, -27.995110], [4.127547, 17.252929, -28.378724], [3.700985, 13.594366, -25.745834], [3.268776, 12.387385, -25.646523], [3.140242, 11.782846, -24.541506], [3.017012, 11.891834, -27.163921], [3.428433, 12.816184, -27.899879], [2.449850, 10.824595, -27.565599], [3.159275, 14.406087, -19.944958], [3.762590, 15.455551, -20.199713], [4.698530, 15.662981, -21.034178], [5.346074, 16.963103, -20.826680], [4.450003, 17.700451, -19.870362], [3.621788, 16.760270, -19.387486], [2.769192, 16.935752, -18.530460], [5.759335, 17.706284, -22.042467], [7.065902, 17.462284, -22.232776], [7.773779, 17.748255, -23.220654], [7.517236, 16.785165, -20.871053], [6.579508, 16.613671, -20.090566], [8.646797, 16.418101, -20.583936], [7.605599, 10.473745, -20.799633], [8.810317, 11.475981, -20.418159], [8.036276, 9.583349, -19.459019], [6.402033, 11.262606, -20.046898], [6.419056, 9.325094, -21.023801], [7.188206, 11.277060, -22.117668], [8.659703, 9.529056, -21.721367], [-2.004517, 10.424091, -21.728882], [-2.312155, 8.894000, -21.990675], [-2.550722, 8.660542, -23.542944], [-2.523600, 7.209769, -23.978553], [-1.141010, 6.753457, -23.587408], [-0.947882, 6.713083, -21.976934], [-1.139251, 8.103724, -21.485608], [-0.999666, 8.165738, -20.186694], [-1.857545, 5.662382, -21.314270], [0.518611, 6.190264, -21.690976], [-3.710312, 8.657926, -21.181433], [-2.933288, 10.991554, -21.787729], [-1.271090, 10.862002, -22.405940], [-1.651744, 10.589584, -20.710908], [-3.574553, 9.018125, -23.652580], [-1.961097, 9.340330, -24.158046], [-2.484220, 7.226997, -25.067700], [-3.249853, 6.467608, -23.647080], [-0.380376, 7.407518, -24.013724], [-1.023817, 5.763014, -24.027151], [-1.979692, 5.942287, -20.267929], [-2.854055, 5.607936, -21.752553], [-1.375176, 4.687806, -21.389292], [1.260634, 6.761231, -22.249097], [0.822161, 6.134338, -20.645584], [0.631492, 5.205210, -22.143783], [-4.420171, 8.165662, -21.846151], [-4.170798, 9.594171, -20.866000], [-3.481979, 7.981302, -20.357931], [-1.789432, 7.736643, -19.849429], [7.220456, 5.445881, -15.077316], [6.078781, 4.789569, -15.900615], [5.884501, 3.363428, -15.429625], [5.235973, 3.355874, -14.102892], [3.895365, 4.091819, -14.181847], [3.906444, 5.523184, -14.700703], [4.823729, 5.589616, -15.884250], [4.837461, 6.816728, -16.567284], [2.453103, 5.866292, -15.113686], [4.265096, 6.452880, -13.472196], [6.491321, 4.619743, -17.347318], [8.194697, 4.957127, -15.085913], [6.838108, 5.582208, -14.065722], [7.446900, 6.431031, -15.485134], [5.247006, 2.737783, -16.054340], [6.882982, 2.956404, -15.269996], [5.838478, 3.821208, -13.322791], [5.201967, 2.330716, -13.734123], [3.399627, 3.919767, -13.226471], [3.254739, 3.441527, -14.777523], [1.770725, 5.581531, -14.312821], [2.253797, 6.931516, -15.230682], [2.065514, 5.427756, -16.033240], [3.971286, 7.439944, -13.829246], [3.755667, 6.104664, -12.573684], [5.309757, 6.611442, -13.204545], [6.702130, 5.462463, -18.005703], [5.668600, 4.187119, -17.916610], [7.197114, 3.811708, -17.539773], [5.577433, 7.270729, -16.157480]],
  "atomic_forces_ev_per_a": [[0.33, 0.16, -0.26], [-2.19, -0.85, 0.39], [2.08, 0.28, -0.50], [-0.69, 1.33, -0.25], [1.23, 1.98, -0.06], [1.56, 0.61, -0.39], [-0.84, 2.16, -0.08], [0.06, -3.97, 1.15], [-0.22, 0.28, -0.14], [-0.19, -2.17, 4.26], [-0.03, 1.54, -4.38], [-3.30, -5.93, -0.30], [0.16, 0.70, -1.84], [2.29, 4.00, 2.19], [1.16, 2.52, -0.85], [-1.39, -2.91, 1.82], [0.46, -0.24, -2.02], [-0.45, 0.87, 0.92], [-0.12, -1.69, -0.59], [-2.61, 2.10, 1.78], [1.88, -0.36, -1.45], [0.28, -0.89, 0.43], [1.90, 1.24, -3.00], [-2.91, -1.11, 4.00], [6.16, -1.09, -1.12], [-3.77, 0.45, 1.39], [-0.66, 0.97, -1.26], [0.30, -2.57, -0.24], [-1.00, 0.18, -0.29], [-0.44, 0.75, -0.40], [0.96, 0.77, 1.16], [0.42, -0.17, -0.77], [0.42, -0.07, -0.17], [-1.00, 0.95, 0.89], [-0.06, -0.63, -0.02], [-0.39, 1.42, -0.21], [-2.00, 0.48, 1.94], [1.93, 0.74, -0.66], [0.24, -0.98, 1.78], [1.18, -0.64, -2.00], [-0.80, -0.56, -4.23], [0.47, 0.49, 3.15], [-0.34, 0.63, -0.13], [-0.27, 0.68, -0.88], [1.56, -0.81, -1.08], [0.05, -0.01, -0.35], [0.02, -0.25, -0.11], [0.09, -0.27, 0.06], [-0.11, 0.35, -0.21], [0.47, -0.46, 0.07], [-0.57, -0.22, -0.14], [-0.43, 0.65, 0.18], [0.03, 0.03, 0.08], [0.54, -0.26, 0.41], [0.01, -0.48, 0.20], [-0.01, 0.03, -0.03], [-0.20, 0.08, 0.15], [-0.04, 0.50, 0.20], [-0.32, 0.12, 0.04], [-0.33, -0.19, 0.21], [0.05, -0.20, 0.09], [0.35, -0.19, 0.25], [-0.60, 0.18, 0.30], [-0.33, -0.13, 1.01], [-0.73, 0.77, -0.04], [0.96, 0.54, -1.49], [0.06, 0.19, 1.05], [-0.31, 0.52, 1.50], [-0.17, -2.45, 0.03], [0.20, 0.00, 0.36], [-0.83, -1.20, 0.98], [0.07, -0.99, 0.83], [-0.27, 0.61, 0.11], [0.21, 0.59, -1.31], [-0.63, -0.47, -2.14], [-0.33, -0.52, -0.03], [0.52, -0.05, 0.09], [-0.14, 0.23, -0.03], [0.37, 0.19, -0.60], [0.02, -0.30, -0.68], [0.34, 0.36, -0.10], [-0.78, -0.13, -0.05], [-0.03, 1.03, 0.34], [-0.09, 0.21, -0.81], [0.10, -0.26, 0.16], [0.49, 0.20, -0.02], [0.54, -0.45, 0.00], [-0.40, 0.23, 0.67], [-0.29, 0.32, -0.21], [0.17, -0.64, -0.25], [0.54, 0.45, 0.73], [-0.72, -0.01, 0.30], [0.72, 0.37, 0.62], [0.40, 0.76, -0.13]]
}

{
  "formula": "C10H9Cl2NO",
  "method": "wB97M-V/def2-TZVPD",
  "homo_lumo_gap_ha": 0.346,
  "multiplicity": 1,
  "homo_ev": -9.347,
  "de_lowest_kj_mol": 78.81,
  "symbols": ["C", "C", "C", "C", "C", "C", "C", "C", "C", "C", "N", "O", "Cl", "Cl", "H", "H", "H", "H", "H", "H", "H", "H", "H"],
  "coordinates": [[1.809031, -2.661123, -1.054565], [0.441492, -2.877253, -1.052690], [2.332572, -1.529352, -0.447847], [-0.402229, -1.964605, -0.444085], [1.488870, -0.595559, 0.120741], [0.109317, -0.799813, 0.122023], [0.302149, 2.069209, 1.877607], [-0.776831, 1.584892, -0.098160], [-0.794063, 0.243801, 0.645140], [-2.140373, 2.139327, -0.493031], [0.102920, 0.915939, 2.288689], [-0.085598, 2.559468, 0.693108], [1.171477, 3.256891, 2.764654], [-2.321057, -0.294076, 1.204870], [2.472178, -3.369734, -1.525370], [0.025876, -3.756814, -1.522152], [3.400008, -1.365480, -0.424820], [-1.469164, -2.136661, -0.438250], [1.901170, 0.288685, 0.582299], [-0.171938, 1.452994, -1.004746], [-2.608139, 1.477283, -1.215422], [-1.992649, 3.116948, -0.946180], [-2.795019, 2.245032, 0.368190]],
  "atomic_forces_ev_per_a": [[0.03, -0.05, -0.01], [0.09, -0.04, 0.03], [-0.04, 0.02, -0.07], [-0.08, 0.19, -0.06], [-0.10, 0.12, 0.01], [0.09, -0.52, -0.17], [-0.11, 0.09, -0.30], [-0.30, -0.02, -0.47], [1.95, 1.79, 3.10], [0.39, 0.03, 0.15], [-1.46, -1.89, -2.29], [-0.02, 0.51, -0.38], [0.09, 0.21, 0.24], [-0.49, -0.24, 0.13], [0.05, -0.12, -0.04], [0.00, -0.07, -0.01], [0.06, 0.00, -0.02], [-0.01, -0.03, 0.00], [0.02, 0.05, 0.05], [-0.07, 0.00, 0.21], [-0.10, -0.06, -0.08], [-0.01, 0.02, -0.06], [0.01, 0.01, 0.04]]
}